Record 1
9 unconnected molecules or ions with the total composition C22H67ClO33P7 at a distorted geometry. Source: the OMol25 dataset; level of theory: wB97M-V/def2-TZVPD.

Properties
* orbital gap: 7.9 eV
* HOMO level: -6.39 eV
* relative energy (zero: lowest compared OMol25 entry of this formula, charge and spin): 0.00 kJ/mol
* lowest unoccupied orbital energy: 1.47 eV
* strongest force on any atom: 4.6 eV Å⁻¹
* E_tot: -6211.32620 a.u.
* molar mass: 1112.02 g/mol

Geometry as ORCA input:
```
! wB97M-V def2-TZVPD RIJCOSX def2/J DEFGRID3
* xyz -1 1
Cl 1.250 -0.455 0.160
P -6.180 -1.180 3.248
P 4.970 -2.009 7.551
P 1.648 8.530 -2.845
P -1.952 -6.073 2.929
P -1.895 2.168 -7.188
P -5.667 4.500 -0.937
P 5.910 -7.781 0.423
O 5.104 3.029 -0.466
O 6.929 -8.538 1.391
O 0.913 -1.453 1.148
O -7.606 -0.390 3.267
O 3.136 8.475 -2.683
O 5.009 -3.583 7.872
O -5.110 -0.151 3.784
O 0.447 -0.637 -1.039
O -0.626 -5.782 3.819
O 4.454 -8.095 0.663
O 4.206 -1.935 6.073
O 0.954 9.741 -2.014
O -2.923 0.887 -7.124
O -1.731 -5.188 1.584
O -6.631 3.322 -1.472
O 1.118 8.702 -4.410
O -5.393 4.434 0.525
O -2.063 2.927 -5.785
O 0.898 7.208 -2.374
O 4.365 -1.117 8.609
O 6.331 -6.268 0.413
O -1.665 -7.604 2.427
O 6.497 -1.714 7.149
O -5.804 -1.365 1.680
O 6.398 -8.279 -1.062
O -1.979 2.999 -8.442
O -0.492 1.417 -7.037
O -6.276 5.888 -1.577
O -3.223 -5.810 3.668
O -4.318 4.300 -1.845
O 2.682 -0.525 -0.075
O -6.294 -2.458 3.961
O 0.932 0.805 0.692
C -0.392 10.071 -2.344
C -6.883 3.015 -2.845
C 8.269 -8.463 1.161
C -4.325 1.179 -7.081
C -6.704 -1.849 0.723
C 4.805 3.614 -1.713
C 1.704 9.723 -5.198
C -1.264 4.089 -5.609
C -5.607 7.143 -1.465
C -0.907 -7.961 1.261
C 0.633 -5.671 3.251
C -7.657 0.830 2.472
C 3.851 -4.262 8.302
C 1.053 6.806 -1.041
C 3.930 -0.701 5.412
C -0.157 0.856 -5.778
C 5.771 -7.939 -2.199
C 7.619 -1.834 8.011
C -3.695 -0.348 3.470
C -3.432 3.274 -1.495
C 5.392 -5.253 0.039
C -2.591 -5.389 0.509
H -3.391 -1.376 3.270
H -4.744 0.463 -7.789
H -8.142 0.711 1.503
H 1.250 -6.501 3.596
H -2.940 -4.423 0.144
H 4.493 2.314 -0.270
H 3.154 -3.704 8.928
H -6.231 7.988 -1.173
H 5.663 3.536 -2.381
H 8.601 -7.640 0.528
H 2.139 10.502 -4.572
H 1.077 -4.723 3.556
H -7.901 3.190 -3.193
H -1.868 4.969 -5.387
H -6.621 1.984 -3.083
H -2.375 3.538 -1.536
H 0.021 6.709 -0.706
H -6.754 -1.076 -0.044
H 3.445 -4.811 7.452
H 4.468 -0.718 4.465
H -4.690 0.881 -6.098
H 4.470 -5.655 -0.381
H -1.064 10.095 -1.486
H 1.483 7.479 -0.299
H 5.676 -4.510 -0.707
H -4.674 2.171 -7.368
H 4.311 0.165 5.954
H -0.165 -8.717 1.515
H -5.317 7.401 -2.483
H -6.368 -2.804 0.319
H 4.684 -7.893 -2.134
H 0.633 -5.722 2.163
H -3.026 0.084 4.214
H 7.286 -2.306 8.936
H 4.149 -5.050 8.995
H -7.718 -1.843 1.122
H 8.951 -8.292 1.994
H -2.154 -5.849 -0.377
H -6.635 1.132 2.242
H 1.430 5.787 -0.959
H 0.397 -0.025 -6.102
H -6.331 3.672 -3.516
H 0.512 1.484 -5.191
H -3.467 2.855 -0.489
H -4.695 7.107 -0.869
H 2.870 -0.538 5.219
H -3.457 0.159 2.535
H 5.909 -8.813 -2.835
H 8.133 -0.907 8.268
H -0.492 11.037 -2.838
H -0.628 3.875 -4.749
H -0.850 9.325 -2.994
H -3.485 -5.991 0.674
H 4.732 4.679 -1.494
H 2.476 9.449 -5.917
H -8.067 1.566 3.163
H 8.445 -2.415 7.602
H -0.597 4.394 -6.415
H 5.106 -4.632 0.888
H -1.012 0.559 -5.171
H -3.541 2.443 -2.190
H 6.185 -7.087 -2.739
H -1.518 -8.469 0.515
H 8.505 -9.401 0.657
H 0.952 10.285 -5.752
H -0.286 -7.174 0.833
H 3.861 3.203 -2.070
*
```

***

Record 2
A molecular structure, C42H47N2O2PPtS. Source: the OMol25 dataset; level of theory: wB97M-V/def2-TZVPD.

Properties
* orbital gap (spin up / spin down): 6.4 / 7.3 eV
* HOMO level (spin up / spin down): -6.10 / -7.78 eV
* expectation value of S²: 2.042
* relative energy (zero: lowest compared OMol25 entry of this formula, charge and spin): 5.92 kJ/mol
* lowest unoccupied orbital energy (spin up / spin down): 0.28 / -0.44 eV
* strongest force on any atom: 0.7 eV Å⁻¹
* E_tot: -2747.43068 a.u.
* molar mass: 869.97 g/mol

Geometry as ORCA input:
```
! wB97M-V def2-TZVPD RIJCOSX def2/J DEFGRID3
* xyz 0 3
Pt 0.689 -1.295 -0.135
S -0.130 -0.836 3.087
P 2.834 -0.662 -0.017
O -3.416 -4.168 -4.239
O -0.304 -2.292 2.814
N -2.461 -2.114 -4.234
N -0.639 -3.037 -0.571
C -5.409 0.796 -3.607
C -0.837 5.156 0.665
C -1.959 5.964 0.813
C -2.712 -0.760 2.139
C -1.305 1.157 -0.699
C -1.735 1.361 2.754
C -3.982 2.563 -2.798
C 4.621 1.442 -0.993
C -0.935 3.926 0.039
C -3.772 0.350 -1.895
C 3.273 -1.876 3.840
C 2.386 1.233 -2.016
C 4.813 -0.057 3.608
C -2.435 -4.539 -0.132
C 4.423 0.112 2.286
C -1.089 -2.904 -1.827
C 3.447 -0.706 1.717
C -1.314 -3.827 0.267
C -3.282 4.288 -0.304
C -2.159 3.462 -0.465
C -3.963 1.279 1.867
C 2.874 -1.696 2.522
C -2.903 -4.388 -1.424
C -3.871 -0.100 1.747
C 4.245 -1.053 4.388
C 5.454 -1.782 -0.481
C 3.780 -1.898 -2.350
C 3.972 -1.940 -0.832
C -3.182 5.518 0.325
C -2.252 2.123 -1.028
C -0.334 -0.662 4.874
C -2.763 -3.315 -3.674
C 2.550 2.038 0.321
C -0.436 0.308 -0.502
C -4.992 2.120 -3.639
C 3.524 -3.322 -0.333
C -3.350 1.690 -1.901
C -2.230 -3.532 -2.287
C -2.897 2.012 2.378
C -4.791 -0.086 -2.727
C -1.661 -0.021 2.644
C 3.162 1.063 -0.701
H -1.883 6.925 1.306
H -5.453 2.814 -4.330
H 4.292 -2.753 -2.801
H 2.453 -3.482 -0.502
H 2.722 -1.954 -2.613
H -3.652 3.593 -2.857
H 2.442 3.021 -0.147
H 4.203 -0.995 -2.789
H -3.293 -0.332 -1.200
H 1.557 1.697 0.628
H -0.501 -2.260 -2.468
H -0.344 0.395 5.138
H -5.113 -1.121 -2.685
H 5.609 -1.784 0.599
H 5.569 0.596 4.028
H 3.169 2.154 1.207
H 4.555 -1.182 5.417
H -2.884 -1.912 -5.125
H 2.811 -2.655 4.434
H -2.606 -1.834 2.047
H -3.780 -4.910 -1.785
H 1.320 1.071 -1.878
H 3.735 -3.454 0.728
H -6.204 0.455 -4.258
H -2.939 -5.182 0.575
H 4.650 2.507 -1.240
H -4.067 6.129 0.446
H -1.266 -1.146 5.161
H 2.535 2.258 -2.371
H -4.699 -0.663 1.335
H 4.998 0.902 -1.862
H 4.892 0.894 1.713
H 6.004 -2.631 -0.896
H -4.252 3.944 -0.640
H -2.958 3.092 2.444
H 5.310 1.275 -0.170
H 0.519 -1.155 5.341
H 5.893 -0.876 -0.892
H 0.122 5.491 1.041
H 4.076 -4.089 -0.882
H -0.946 -3.863 1.285
H -0.061 3.293 -0.064
H -4.861 1.790 1.543
H 2.082 -2.317 2.119
H -0.879 1.930 3.103
H 2.741 0.561 -2.795
H -2.168 -1.328 -3.674
*
```

***

Record 3
6 unconnected molecules or ions with the total composition H14NO5 at a distorted geometry. Source: the OMol25 dataset; level of theory: wB97M-V/def2-TZVPD.

Properties
* orbital gap: 11.6 eV
* HOMO level: -14.54 eV
* relative energy (zero: lowest compared OMol25 entry of this formula, charge and spin): 191.88 kJ/mol
* lowest unoccupied orbital energy: -2.94 eV
* strongest force on any atom: 4.9 eV Å⁻¹
* E_tot: -439.09683 a.u.
* molar mass: 108.11 g/mol

Geometry as ORCA input:
```
! wB97M-V def2-TZVPD RIJCOSX def2/J DEFGRID3
* xyz 1 1
O 1.948 1.698 0.347
O 1.906 -2.219 -1.698
O -2.922 0.952 -2.693
O 1.468 0.347 3.527
O -1.798 -0.891 -0.832
N -0.540 -0.112 1.258
H -3.073 1.879 -3.038
H -3.816 0.634 -2.473
H 1.832 0.925 4.229
H -0.653 0.847 1.018
H 2.684 -2.702 -1.957
H -1.889 -1.512 -1.577
H 0.346 -0.483 0.925
H 2.320 1.074 -0.307
H 2.443 0.345 3.055
H -1.308 -0.545 0.727
H -2.249 -0.092 -1.105
H -0.299 -0.078 2.330
H 2.487 2.499 0.441
H 1.112 -2.566 -2.177
*
```